An isolated molecule of C3H7ClNOP, computed with ωB97M-V/def2-TZVPD.

Values from the calculation:
HOMO energy, Eh: -0.3417
ΔE to the lowest compared entry with this formula, charge and spin, kJ/mol: 87.5
Strongest force on any atom, hartree/bohr: 0.0452
SMILES: C=CCOP(N)Cl
Frontier orbital gap, eV: 10.2
Net charge: 0
Multiplicity: 1

```
14
Properties=species:S:1:pos:R:3:forces:R:3
C 2.23064 -0.68366 1.16424 -0.9 -0.8 0.2
C 1.67242 -0.18178 0.04223 0.4 -1.2 1.0
C 0.47254 -0.77596 -0.67255 -1.2 -0.5 1.9
O -0.70340 0.02781 -0.67907 -0.5 1.2 -0.2
P -1.50185 0.83865 0.52813 1.6 0.6 -0.6
N -2.52711 1.68728 -0.51722 0.9 0.9 0.3
Cl -2.79215 -0.53555 1.14443 -1.0 -1.3 0.5
H 3.13659 -0.20406 1.58353 -0.8 -0.4 -0.2
H 1.79521 -1.57229 1.75132 0.8 1.4 -1.2
H 2.17648 0.69661 -0.28710 0.0 0.6 -0.9
H 0.47602 -1.12051 -1.68449 1.2 0.3 -0.8
H 0.13041 -1.67427 -0.15646 0.6 -0.3 0.5
H -1.86814 2.37294 -0.89374 -0.4 0.5 0.1
H -2.69766 1.12478 -1.32322 -0.6 -0.8 -0.7
```
Forces are in eV/Å.

How positive or negative is each atom? The Löwdin charges in e answer that: 0.00, -0.16, -0.25, -0.47, 0.39, -0.23, 0.25, 0.06, 0.09, 0.08, 0.11, 0.10, 0.02, 0.01